No. 1
{"formula": "C30H25F6N3O2", "method": "ωB97M-V/def2-TZVPD", "species": ["C", "N", "O", "O", "H", "H", "F", "C", "F", "F", "C", "N", "C", "C", "C", "C", "C", "C", "C", "C", "C", "C", "C", "C", "C", "C", "C", "N", "C", "C", "F", "F", "F", "C", "C", "C", "C", "C", "C", "C", "C", "C", "C", "H", "H", "H", "H", "H", "H", "H", "H", "H", "H", "H", "H", "H", "H", "H", "H", "H", "H", "H", "H", "H", "H", "H"], "positions_angstrom": [[2.579669, 0.480732, 0.726128], [2.027204, 1.726445, 0.623593], [1.386839, 2.192849, 1.595470], [2.179775, 2.373259, -0.439133], [3.125030, 0.081834, -0.099477], [2.457893, -0.079650, 1.625854], [12.898917, -1.761280, 0.390668], [11.572519, -1.923048, 0.218745], [11.024487, -0.823536, -0.331561], [11.329652, -2.997951, -0.548978], [10.930044, -2.152697, 1.596743], [9.470815, -2.307941, 1.498009], [8.954889, -3.654164, 1.405158], [8.337719, -4.257767, 2.502108], [7.942713, -5.574705, 2.445929], [8.143421, -6.311364, 1.295963], [8.715432, -5.718264, 0.188251], [9.118841, -4.406575, 0.242795], [8.644235, -1.155788, 1.345989], [7.651682, -1.141439, 0.358346], [6.784776, -0.093592, 0.235595], [6.833779, 0.992841, 1.136127], [5.890526, 2.047959, 1.044783], [5.581043, 3.004098, 2.050035], [4.952807, 4.217603, 1.694782], [4.630108, 5.149422, 2.639088], [4.871437, 4.916355, 4.000051], [4.561144, 5.889693, 4.986089], [4.885123, 7.295958, 4.719039], [6.381458, 7.568487, 4.938543], [6.664755, 8.798017, 4.466933], [6.632853, 7.498549, 6.257460], [7.093614, 6.636862, 4.277388], [4.189109, 5.517102, 6.329896], [5.155471, 5.349426, 7.320990], [4.797780, 4.939724, 8.583597], [3.469334, 4.717223, 8.890418], [2.499409, 4.880504, 7.922662], [2.853526, 5.269916, 6.651445], [5.431195, 3.689401, 4.374228], [5.793284, 2.769215, 3.430261], [7.883387, 1.001051, 2.081576], [8.769755, -0.033807, 2.177550], [11.352604, -3.055355, 2.042069], [11.167069, -1.315462, 2.251017], [8.199924, -3.684097, 3.401274], [7.489026, -6.039419, 3.305559], [7.867009, -7.351579, 1.266908], [8.862804, -6.288152, -0.714261], [9.596111, -3.943623, -0.602472], [7.609287, -1.967250, -0.329318], [6.036735, -0.096562, -0.536921], [5.352223, 2.140391, 0.114570], [4.746662, 4.407407, 0.656015], [4.156086, 6.067296, 2.342694], [4.624554, 7.550354, 3.693017], [4.296561, 7.928360, 5.384107], [6.178652, 5.581336, 7.078437], [5.556074, 4.797682, 9.335399], [3.190320, 4.427665, 9.889564], [1.464685, 4.701268, 8.164874], [2.100694, 5.413057, 5.896683], [5.595788, 3.496433, 5.421363], [6.194137, 1.824102, 3.747015], [8.003671, 1.860588, 2.714264], [9.556973, 0.000339, 2.909780]], "atomic_forces_ev_per_a": [[0.37, 0.76, 0.13], [0.49, -1.18, 0.32], [0.04, 0.17, -0.05], [0.12, 0.36, -0.16], [-0.03, 0.07, -0.51], [-0.28, 0.05, 0.37], [-0.36, 0.06, -0.73], [-0.72, -0.14, 2.01], [0.64, -0.42, -0.47], [0.91, 0.81, -0.57], [-0.91, -0.08, 0.04], [0.26, 0.60, 0.08], [-0.16, -0.10, -0.29], [0.34, 0.77, -0.15], [-0.11, -0.23, 0.06], [-0.04, -0.21, -0.04], [-0.05, -0.36, -0.02], [0.09, 0.71, 0.06], [0.18, -0.90, 0.13], [0.26, -0.38, 0.07], [-0.12, 0.49, 0.29], [0.32, -0.22, 0.10], [-0.50, 0.15, 0.52], [0.04, -0.30, -0.10], [0.05, -0.31, -0.08], [0.03, 0.39, 0.28], [-0.20, 0.61, 0.74], [0.02, 0.03, -0.70], [-0.27, -0.80, 0.02], [-2.02, -0.16, -0.48], [0.57, -0.46, 0.39], [0.92, 0.44, -0.49], [0.49, 0.64, 0.46], [0.16, -0.43, 0.17], [0.03, 0.20, -0.66], [0.00, -0.01, 0.31], [0.00, -0.08, 0.20], [-0.13, -0.05, 0.24], [0.39, 0.33, -0.72], [-0.02, -0.04, 0.17], [-0.13, 0.02, -0.17], [-0.30, 0.17, -0.29], [0.33, -0.48, -0.13], [0.01, 0.07, -0.13], [0.17, 0.09, -0.14], [-0.04, 0.16, 0.24], [-0.08, -0.02, 0.16], [-0.12, -0.17, -0.02], [0.02, -0.08, -0.15], [-0.26, -0.14, -0.12], [-0.11, -0.22, -0.12], [-0.22, -0.02, -0.17], [-0.15, 0.11, -0.27], [-0.18, 0.03, -0.21], [-0.12, 0.15, -0.16], [0.15, 0.08, 0.03], [0.15, 0.02, -0.01], [0.13, -0.27, 0.09], [0.13, 0.02, 0.14], [-0.05, -0.11, 0.16], [-0.16, 0.00, -0.02], [-0.17, -0.06, -0.24], [-0.01, -0.14, 0.12], [0.01, -0.18, 0.12], [0.12, 0.15, 0.13], [0.15, 0.04, 0.18]], "e_tot_ha": -2071.9459, "orbital_gap_ev": 3.705}

***

No. 2
{"formula": "C30H25IrNPSe2", "method": "ωB97M-V/def2-TZVPD", "species": ["Ir", "C", "C", "C", "C", "C", "H", "H", "H", "H", "H", "Se", "P", "Se", "C", "C", "C", "C", "C", "C", "C", "C", "C", "C", "C", "C", "H", "H", "H", "H", "H", "H", "H", "H", "H", "H", "N", "C", "C", "C", "C", "C", "C", "C", "C", "C", "C", "C", "C", "C", "H", "H", "H", "H", "H", "H", "H", "H", "H", "H"], "positions_angstrom": [[-1.221419, -2.375380, -0.225441], [-3.197146, -3.001857, -1.031636], [-2.830884, -3.848679, 0.071777], [-1.620408, -4.546283, -0.277038], [-1.232441, -4.118382, -1.580848], [-2.179394, -3.147549, -2.041191], [-4.038997, -2.327042, -1.063799], [-3.355318, -3.921728, 1.012495], [-1.090197, -5.267154, 0.321669], [-0.379879, -4.491157, -2.121955], [-2.128061, -2.618765, -2.979867], [1.515970, 1.051124, 1.887698], [1.995833, -0.202194, 0.263998], [1.193754, -2.288187, 0.195113], [1.703120, 0.594511, -1.354680], [0.841594, 0.089091, -2.320152], [0.672192, 0.759796, -3.527021], [1.359291, 1.938605, -3.771821], [2.222692, 2.448740, -2.808311], [2.393429, 1.781526, -1.605631], [3.774870, -0.588856, 0.182171], [4.297329, -1.191639, -0.962209], [5.646845, -1.501794, -1.027369], [6.478976, -1.211899, 0.048384], [5.959836, -0.611427, 1.186599], [4.606996, -0.298810, 1.255143], [0.321604, -0.833602, -2.137356], [0.000646, 0.355877, -4.277075], [1.225118, 2.461906, -4.711092], [2.767174, 3.367179, -2.996137], [3.061215, 2.185373, -0.851962], [3.647179, -1.414394, -1.800958], [6.051306, -1.966872, -1.918261], [7.533845, -1.453947, -0.004428], [6.608247, -0.381535, 2.023677], [4.186695, 0.177215, 2.133363], [-1.595951, -0.743248, 0.557511], [-1.971240, 0.359231, 1.025560], [-2.346793, 0.451193, 2.472093], [-3.404638, 1.262454, 2.878340], [-3.800099, 1.282887, 4.208344], [-3.135329, 0.500601, 5.143179], [-2.079637, -0.308837, 4.741539], [-1.689823, -0.339579, 3.411984], [-2.041676, 1.568838, 0.153058], [-2.349283, 1.435876, -1.197860], [-2.355714, 2.543415, -2.029978], [-2.039976, 3.796412, -1.521071], [-1.724531, 3.935494, -0.175655], [-1.730553, 2.829433, 0.660027], [-3.919092, 1.878667, 2.150019], [-4.627086, 1.912447, 4.515025], [-3.437072, 0.523626, 6.183686], [-1.552377, -0.914076, 5.469817], [-0.864686, -0.961857, 3.088191], [-2.574168, 0.450337, -1.591520], [-2.595458, 2.429395, -3.080440], [-2.033888, 4.661328, -2.173438], [-1.461914, 4.908487, 0.222711], [-1.460624, 2.935663, 1.703029]], "atomic_forces_ev_per_a": [[-1.51, -0.08, 0.14], [0.57, -0.22, 0.34], [0.21, 0.29, -0.53], [-0.06, 0.32, -0.10], [-0.10, 0.06, -0.02], [0.13, -0.17, 0.37], [0.04, -0.06, 0.00], [0.02, -0.01, -0.06], [-0.07, 0.00, 0.07], [0.08, 0.13, -0.04], [-0.06, -0.05, 0.01], [-0.08, 0.01, 0.01], [-0.12, -0.11, -0.15], [0.26, 0.04, 0.05], [-0.09, 0.09, -0.01], [0.23, 0.19, -0.09], [0.00, 0.02, 0.04], [-0.02, -0.01, 0.02], [0.03, -0.02, 0.03], [-0.03, 0.06, -0.01], [0.04, -0.04, 0.01], [0.07, 0.00, 0.01], [-0.05, 0.02, 0.00], [-0.02, 0.01, 0.04], [0.00, -0.01, -0.03], [0.04, -0.02, -0.01], [-0.14, -0.21, 0.06], [0.03, 0.02, 0.04], [0.01, -0.02, 0.02], [-0.04, -0.05, 0.01], [-0.04, -0.02, -0.01], [0.01, 0.00, 0.03], [-0.01, 0.01, 0.03], [-0.03, 0.01, 0.00], [-0.03, -0.01, -0.03], [0.01, -0.01, -0.02], [0.52, -0.02, -0.20], [0.09, -0.09, 0.17], [-0.08, -0.03, -0.03], [0.06, 0.03, -0.04], [0.01, 0.00, 0.03], [-0.01, 0.00, -0.03], [0.01, 0.00, 0.02], [0.03, 0.00, -0.06], [0.04, 0.06, -0.06], [-0.01, -0.06, 0.02], [0.02, 0.03, -0.02], [0.00, -0.02, 0.02], [-0.01, 0.02, -0.03], [0.02, -0.07, 0.02], [0.01, -0.03, 0.02], [0.03, -0.02, -0.02], [0.01, 0.00, -0.04], [-0.02, 0.03, -0.04], [0.01, 0.03, 0.01], [0.02, 0.04, 0.01], [0.00, 0.00, 0.03], [0.00, -0.02, 0.02], [-0.01, -0.05, -0.01], [0.00, -0.02, -0.02]], "e_tot_ha": -6461.5370, "relative_energy_kj_mol": 51.7, "orbital_gap_ev": 6.969}

***

No. 3
{"formula": "C30H25N5O6Sn", "method": "ωB97M-V/def2-TZVPD", "species": ["Sn", "O", "C", "C", "C", "C", "C", "C", "C", "O", "N", "N", "C", "C", "C", "C", "C", "C", "C", "O", "H", "H", "H", "H", "H", "H", "H", "H", "H", "H", "O", "C", "C", "C", "C", "C", "C", "C", "N", "N", "C", "O", "C", "C", "C", "C", "C", "C", "H", "H", "H", "H", "H", "H", "H", "H", "H", "H", "C", "C", "N", "O", "H", "H", "H", "H", "H"], "positions_angstrom": [[0.634682, -0.344612, 1.641196], [2.919518, -3.208553, -1.313316], [2.013703, -3.477942, -2.266437], [2.463104, -4.070333, -3.445045], [1.578582, -4.345344, -4.466639], [0.219527, -4.057889, -4.332501], [-0.238427, -3.497548, -3.159777], [0.643365, -3.190335, -2.113510], [0.162004, -2.566754, -0.865938], [0.984000, -2.280352, 0.053608], [-1.165700, -2.361692, -0.757736], [-1.466735, -1.656132, 0.281289], [-2.740138, -1.499893, 0.554146], [-3.245813, -1.018598, 1.786428], [-4.626446, -0.729881, 1.896441], [-5.141105, -0.169722, 3.029181], [-4.281506, 0.138008, 4.116419], [-2.947477, -0.135891, 4.065002], [-2.373941, -0.771526, 2.922867], [-1.153985, -1.092174, 2.878695], [2.430693, -2.807741, -0.562697], [3.516177, -4.311651, -3.531589], [1.943832, -4.798822, -5.380594], [-0.469686, -4.281114, -5.137404], [-1.287097, -3.282687, -3.014210], [-3.476539, -1.761745, -0.215009], [-5.274411, -0.941968, 1.051408], [-6.198256, 0.057985, 3.089998], [-4.696172, 0.602832, 5.003577], [-2.288259, 0.093523, 4.894156], [-0.404073, 1.700790, 2.029410], [-1.484326, 2.399399, 2.204821], [-1.930010, 2.803105, 3.484956], [-3.081174, 3.543384, 3.632616], [-3.863666, 3.910525, 2.527577], [-3.460710, 3.527076, 1.269771], [-2.285732, 2.786466, 1.089061], [-1.818993, 2.422417, -0.216427], [-0.747954, 1.743553, -0.370037], [-0.058967, 1.414010, -1.411329], [1.166125, 0.913634, -1.255962], [1.671643, 0.705072, -0.125350], [1.915532, 0.621264, -2.513508], [3.207695, 0.120150, -2.420717], [3.919497, -0.191321, -3.568941], [3.346785, 0.001138, -4.817309], [2.057989, 0.512364, -4.917008], [1.345746, 0.824484, -3.771408], [-1.337495, 2.508824, 4.343986], [-3.393061, 3.846206, 4.626492], [-4.765643, 4.493157, 2.664338], [-4.052490, 3.795576, 0.398648], [-2.348938, 2.781358, -1.095619], [3.642026, -0.030433, -1.440739], [4.923617, -0.591245, -3.488112], [3.903947, -0.242087, -5.713958], [1.607196, 0.665928, -5.889356], [0.343632, 1.226338, -3.839261], [3.321856, 2.169695, 1.800218], [3.754799, 0.981434, 2.617501], [4.978867, 1.032917, 3.184931], [3.028512, -0.003667, 2.766483], [4.016201, 3.004907, 1.865261], [2.325488, 2.475016, 2.127433], [3.219110, 1.850721, 0.759056], [5.597153, 1.810736, 3.057183], [5.302307, 0.235639, 3.703277]], "atomic_forces_ev_per_a": [[-0.38, -0.31, 0.45], [0.17, -0.16, -0.26], [-0.03, 0.07, 0.14], [0.12, -0.06, -0.15], [-0.02, -0.01, 0.03], [-0.07, 0.00, -0.02], [0.09, 0.04, 0.06], [-0.07, 0.04, 0.12], [0.99, -0.10, 0.05], [-0.25, -0.05, -0.39], [-0.72, -0.23, -0.96], [0.72, 0.60, 1.05], [-1.09, 0.12, 0.27], [0.54, 0.10, -0.56], [-0.33, 0.10, 0.16], [-0.06, -0.08, -0.25], [0.24, -0.08, 0.05], [-0.33, -0.10, 0.31], [0.09, 0.04, -0.51], [-0.26, -0.07, 0.77], [-0.10, 0.09, 0.11], [-0.05, 0.07, 0.01], [0.01, 0.01, 0.03], [0.03, 0.00, 0.04], [-0.02, 0.02, -0.02], [0.17, -0.13, 0.07], [0.06, 0.00, 0.03], [0.06, 0.00, 0.03], [0.00, 0.01, -0.04], [-0.03, -0.04, -0.08], [0.11, 0.00, -0.05], [-0.23, -0.13, -0.11], [0.13, 0.12, -0.03], [0.03, 0.02, -0.09], [0.00, 0.01, 0.07], [-0.03, -0.01, -0.09], [0.12, -0.19, 0.32], [0.22, 0.00, 0.19], [-0.21, 0.31, -0.09], [-0.01, -0.27, -0.34], [-0.30, 0.30, -0.34], [0.25, -0.18, -0.42], [-0.09, 0.01, 0.08], [0.03, -0.05, 0.11], [0.09, -0.03, -0.01], [-0.02, 0.02, 0.02], [-0.02, 0.02, 0.04], [-0.04, 0.00, 0.10], [-0.02, 0.04, -0.06], [0.01, -0.03, -0.03], [0.03, -0.04, -0.01], [0.05, 0.00, 0.06], [0.05, -0.06, -0.14], [-0.02, -0.05, -0.02], [-0.06, 0.02, 0.01], [-0.02, -0.01, 0.03], [0.01, 0.00, 0.02], [-0.02, -0.04, -0.01], [0.09, -0.02, -0.01], [-0.27, -0.17, -0.01], [-0.01, -0.03, -0.03], [0.52, 0.42, 0.04], [-0.01, 0.04, 0.05], [0.07, 0.02, -0.01], [0.10, 0.08, 0.23], [-0.02, 0.07, -0.04], [-0.01, -0.07, 0.03]], "e_tot_ha": -2097.6813, "orbital_gap_ev": [5.660, 5.736]}